Formula: C2H4N2O
Source: the OMol25 dataset
Level of theory: ωB97M-V/def2-TZVPD

Results
* energy above the lowest of the compared OMol25 structures with the same formula, charge and spin: 22.3 kcal/mol
* E_LUMO: 0.97 eV
* frontier orbital gap: 10.126 eV
* highest occupied orbital energy: -9.2 eV

The geometry in ORCA input format:
```
! RIJCOSX wB97M-V def2-TZVPD def2/J DEFGRID3
* xyz 0 1
N 1.104 -0.201 0.732
C -0.246 -0.320 0.834
N -0.934 -0.383 -0.243
C 0.206 0.619 -1.736
O -0.484 0.715 -2.644
H 1.638 0.051 1.547
H -0.680 -0.361 1.836
H -1.938 -0.335 -0.144
H 1.335 0.215 -0.181
*
```


Formula: C2H4N2O
Source: the OMol25 dataset
Level of theory: ωB97M-V/def2-TZVPD

Results
* energy above the lowest of the compared OMol25 structures with the same formula, charge and spin: 58.6 kcal/mol
* SMILES string: [H]/N=C/O/C=N/[H]
* E_LUMO: 0.69 eV
* frontier orbital gap: 10.274 eV
* highest occupied orbital energy: -9.6 eV

The geometry in ORCA input format:
```
! RIJCOSX wB97M-V def2-TZVPD def2/J DEFGRID3
* xyz 0 1
C 1.262 0.307 0.420
C -1.116 -0.247 -0.318
N 2.244 0.828 -0.011
N -2.023 -0.521 -1.139
O 0.026 0.224 -0.806
H 0.745 -0.283 1.274
H -1.344 -0.400 0.778
H 3.112 0.834 0.507
H -2.906 -0.740 -0.706
*
```


Formula: C2H4N2O
Source: the OMol25 dataset
Level of theory: ωB97M-V/def2-TZVPD

Results
* energy above the lowest of the compared OMol25 structures with the same formula, charge and spin: 76.0 kcal/mol
* E_LUMO (alpha / beta): 0.00 / 0.00 eV
* frontier orbital gap (alpha / beta): 8.636 / 8.635 eV
* highest occupied orbital energy (alpha / beta): -8.6 / -8.6 eV

The geometry in ORCA input format:
```
! RIJCOSX wB97M-V def2-TZVPD def2/J DEFGRID3
* xyz 0 1
C 1.884 0.010 -0.127
C 0.499 -0.246 0.079
N 3.006 0.175 -0.300
N -0.208 0.623 0.872
O 0.087 -1.529 0.210
H 0.076 0.148 -1.700
H -0.038 1.607 0.706
H -1.189 0.380 0.943
H 0.674 -2.140 -0.254
*
```


Formula: C2H4N2O
Source: the OMol25 dataset
Level of theory: ωB97M-V/def2-TZVPD

Results
* energy above the lowest of the compared OMol25 structures with the same formula, charge and spin: 34.7 kcal/mol
* SMILES string: C=NNC=O
* E_LUMO: 0.68 eV
* frontier orbital gap: 10.537 eV
* highest occupied orbital energy: -9.9 eV

The geometry in ORCA input format:
```
! RIJCOSX wB97M-V def2-TZVPD def2/J DEFGRID3
* xyz 0 1
C 1.543 0.365 -0.087
C -1.413 0.155 0.073
H 2.640 0.324 0.112
H 1.082 1.317 -0.354
H -0.706 -1.750 -0.083
H -1.006 1.119 0.383
N 0.920 -0.714 0.106
N -0.427 -0.799 -0.102
O -2.633 -0.016 -0.048
*
```


Formula: C2H4N2O
Source: the OMol25 dataset
Level of theory: ωB97M-V/def2-TZVPD

Results
* energy above the lowest of the compared OMol25 structures with the same formula, charge and spin: 76.7 kcal/mol
* E_LUMO: -0.29 eV
* frontier orbital gap: 9.450 eV
* highest occupied orbital energy: -9.7 eV

The geometry in ORCA input format:
```
! RIJCOSX wB97M-V def2-TZVPD def2/J DEFGRID3
* xyz 0 1
C 0.074 -0.867 0.156
C 2.224 0.142 -0.182
N 1.408 -0.741 -0.033
N -0.673 0.903 0.135
O 3.374 0.342 -0.345
H -0.350 -1.667 -0.656
H -0.090 -1.258 1.096
H -0.098 1.591 0.637
H -1.403 1.028 0.897
*
```


Formula: C2H4N2O2
Source: the OMol25 dataset
Level of theory: ωB97M-V/def2-TZVPD

Results
* energy above the lowest of the compared OMol25 structures with the same formula, charge and spin: 103.2 kcal/mol
* SMILES string: NCON=C=O
* E_LUMO: 0.08 eV
* frontier orbital gap: 10.374 eV
* highest occupied orbital energy: -10.3 eV

The geometry in ORCA input format:
```
! RIJCOSX wB97M-V def2-TZVPD def2/J DEFGRID3
* xyz 0 1
C -0.328 0.030 1.032
C 1.107 0.675 -1.720
N -1.050 -1.130 0.610
N 0.984 0.852 -0.527
O 1.624 0.677 -2.759
O -0.162 1.056 0.138
H -0.919 0.454 1.920
H 0.569 -0.250 1.543
H -1.475 -0.764 -0.230
H -0.348 -1.601 -0.008
*
```


Formula: C2H4N2O2
Source: the OMol25 dataset
Level of theory: ωB97M-V/def2-TZVPD

Results
* energy above the lowest of the compared OMol25 structures with the same formula, charge and spin: 33.4 kcal/mol
* SMILES string: NC(=O)NC=O
* E_LUMO: 0.59 eV
* frontier orbital gap: 9.987 eV
* highest occupied orbital energy: -9.4 eV

The geometry in ORCA input format:
```
! RIJCOSX wB97M-V def2-TZVPD def2/J DEFGRID3
* xyz 0 1
N 1.770 -0.135 -0.041
C 0.455 -0.083 0.290
O 0.109 -0.556 1.385
N -0.508 0.413 -0.556
C -1.864 -0.032 0.009
O -2.895 0.134 -0.580
H 2.354 -0.422 0.733
H 2.180 0.462 -0.738
H -0.239 0.687 -1.503
H -1.341 -0.472 1.010
*
```


Formula: C2H4N2O2
Source: the OMol25 dataset
Level of theory: ωB97M-V/def2-TZVPD

Results
* energy above the lowest of the compared OMol25 structures with the same formula, charge and spin: 86.1 kcal/mol
* SMILES string: O=C1NNCO1
* E_LUMO: 0.73 eV
* frontier orbital gap: 10.426 eV
* highest occupied orbital energy: -9.7 eV

The geometry in ORCA input format:
```
! RIJCOSX wB97M-V def2-TZVPD def2/J DEFGRID3
* xyz 0 1
C -0.421 -1.324 0.226
C -0.569 0.971 -0.032
N 1.222 -0.618 -0.024
N 0.777 0.672 -0.513
O -0.580 -2.491 0.417
O -1.236 -0.348 0.166
H -0.435 1.386 1.076
H -1.284 1.649 -0.557
H 1.817 -0.571 0.858
H 0.708 0.675 -1.616
*
```


Formula: C2H4N2O2
Source: the OMol25 dataset
Level of theory: ωB97M-V/def2-TZVPD

Results
* energy above the lowest of the compared OMol25 structures with the same formula, charge and spin: 138.4 kcal/mol
* SMILES string: C=[N+]([O-])C(N)=O
* E_LUMO (alpha / beta): -0.58 / -0.58 eV
* frontier orbital gap (alpha / beta): 8.967 / 8.968 eV
* highest occupied orbital energy (alpha / beta): -9.5 / -9.5 eV

The geometry in ORCA input format:
```
! RIJCOSX wB97M-V def2-TZVPD def2/J DEFGRID3
* xyz 0 1
C -0.759 -1.555 0.035
C 0.637 0.285 0.055
N 0.838 1.560 0.029
N -0.682 -0.288 0.015
O 1.926 -0.569 -0.053
O -1.583 0.551 -0.120
H -1.667 -2.212 -0.149
H 0.206 -2.038 0.199
H -0.101 1.973 -0.061
H 1.758 1.734 -0.069
*
```


Formula: C2H4N2O2S
Source: the OMol25 dataset
Level of theory: ωB97M-V/def2-TZVPD

Results
* energy above the lowest of the compared OMol25 structures with the same formula, charge and spin: 105.3 kcal/mol
* SMILES string: O=CSN/C=N\O
* E_LUMO: 0.10 eV
* frontier orbital gap: 9.158 eV
* highest occupied orbital energy: -9.1 eV

The geometry in ORCA input format:
```
! RIJCOSX wB97M-V def2-TZVPD def2/J DEFGRID3
* xyz 0 1
C -1.434 -0.661 0.028
C 2.154 0.351 0.207
H -1.406 2.214 -0.612
H -2.299 -1.363 0.145
H 0.134 -1.745 0.975
H 1.514 0.197 1.056
N -2.000 0.528 -0.152
N -0.158 -0.969 0.030
O -0.929 1.376 -0.682
O 3.212 0.790 -0.029
S 1.213 -0.720 -0.966
*
```


Formula: C2H4N2O2S
Source: the OMol25 dataset
Level of theory: ωB97M-V/def2-TZVPD

Results
* energy above the lowest of the compared OMol25 structures with the same formula, charge and spin: 145.9 kcal/mol
* SMILES string: C=C(SN)[N+](=O)[O-]
* E_LUMO (alpha / beta): -1.87 / -1.58 eV
* frontier orbital gap (alpha / beta): 7.395 / 7.525 eV
* highest occupied orbital energy (alpha / beta): -9.3 / -9.1 eV

The geometry in ORCA input format:
```
! RIJCOSX wB97M-V def2-TZVPD def2/J DEFGRID3
* xyz 0 1
C -0.681 1.911 0.332
C 0.215 0.602 0.034
N 0.374 -2.115 -0.750
N 1.566 0.758 -0.256
O 1.896 1.932 -0.434
O 2.393 -0.126 -0.340
S -0.511 -1.035 0.361
H -1.691 1.657 0.762
H -0.202 2.863 0.568
H -0.175 -2.163 -1.546
H 1.233 -1.615 -1.022
*
```


Formula: C2H4N2O3
Source: the OMol25 dataset
Level of theory: ωB97M-V/def2-TZVPD

Results
* energy above the lowest of the compared OMol25 structures with the same formula, charge and spin: 158.1 kcal/mol
* SMILES string: CC#[N+][O-].O=[NH+][O-]
* E_LUMO: 0.29 eV
* frontier orbital gap: 10.418 eV
* highest occupied orbital energy: -10.1 eV

The geometry in ORCA input format:
```
! RIJCOSX wB97M-V def2-TZVPD def2/J DEFGRID3
* xyz 0 1
C 1.678 -0.802 -1.147
C 1.059 0.250 -0.312
N 0.692 1.102 0.394
N -2.259 0.182 1.038
O -2.014 -0.721 1.863
O 0.088 1.909 1.085
O -2.831 0.016 0.000
H 1.370 -1.811 -0.770
H 1.299 -0.603 -2.125
H 2.801 -0.676 -1.172
H -1.884 1.154 1.146
*
```


Formula: C2H4N2OS
Source: the OMol25 dataset
Level of theory: ωB97M-V/def2-TZVPD

Results
* energy above the lowest of the compared OMol25 structures with the same formula, charge and spin: 84.7 kcal/mol
* E_LUMO: 0.10 eV
* frontier orbital gap: 10.295 eV
* highest occupied orbital energy: -10.2 eV

The geometry in ORCA input format:
```
! RIJCOSX wB97M-V def2-TZVPD def2/J DEFGRID3
* xyz 0 1
C -1.629 -0.305 -0.123
C 0.327 -0.009 -0.268
N -2.761 -0.241 -0.215
N 0.951 -0.686 0.858
O 0.897 -0.402 -1.453
S 0.374 1.827 0.122
H 0.739 -0.515 1.892
H 0.954 -1.630 0.683
H 0.999 0.229 -2.218
H -0.851 1.732 0.721
*
```


Formula: C2H4N2OS
Source: the OMol25 dataset
Level of theory: ωB97M-V/def2-TZVPD

Results
* energy above the lowest of the compared OMol25 structures with the same formula, charge and spin: 27.6 kcal/mol
* SMILES string: [H]/N=C(/N)C(=O)S
* E_LUMO: -0.12 eV
* frontier orbital gap: 9.753 eV
* highest occupied orbital energy: -9.9 eV

The geometry in ORCA input format:
```
! RIJCOSX wB97M-V def2-TZVPD def2/J DEFGRID3
* xyz 0 1
C 0.508 -0.521 0.137
C -0.886 0.091 0.219
H 1.259 1.062 -0.973
H 2.273 -0.294 -0.801
H 0.135 -1.631 1.645
H -2.518 1.643 -0.488
N 1.346 0.037 -0.841
N 0.851 -1.476 0.934
O -1.576 -0.203 1.177
S -1.393 1.292 -1.007
*
```


Formula: C2H4N2OS
Source: the OMol25 dataset
Level of theory: ωB97M-V/def2-TZVPD

Results
* energy above the lowest of the compared OMol25 structures with the same formula, charge and spin: 112.9 kcal/mol
* SMILES string: C=NS/C=N\O
* E_LUMO: 0.70 eV
* frontier orbital gap: 9.192 eV
* highest occupied orbital energy: -8.5 eV

The geometry in ORCA input format:
```
! RIJCOSX wB97M-V def2-TZVPD def2/J DEFGRID3
* xyz 0 1
C 0.483 -0.505 -1.012
C -0.020 0.158 2.586
H -0.646 0.759 -3.434
H 1.040 -1.441 -0.849
H -0.410 1.291 2.841
H 0.182 -0.556 3.371
N 0.340 -0.356 -2.293
N 0.017 -0.425 1.413
O -0.400 0.795 -2.531
S -0.586 0.280 -0.092
*
```


Formula: C2H4N2OS
Source: the OMol25 dataset
Level of theory: ωB97M-V/def2-TZVPD

Results
* energy above the lowest of the compared OMol25 structures with the same formula, charge and spin: 125.7 kcal/mol
* E_LUMO (alpha / beta): -1.65 / -2.34 eV
* frontier orbital gap (alpha / beta): 7.549 / 6.455 eV
* highest occupied orbital energy (alpha / beta): -9.2 / -8.8 eV

The geometry in ORCA input format:
```
! RIJCOSX wB97M-V def2-TZVPD def2/J DEFGRID3
* xyz 0 1
C 0.553 -0.312 0.739
C -1.368 0.349 -0.830
N -0.625 -0.159 0.211
N 1.772 -0.018 0.382
O -3.513 -1.377 -0.823
S -3.072 -0.200 -0.084
H 0.432 -0.837 1.709
H -1.357 1.438 -0.944
H -1.248 -0.171 -1.784
H 2.477 -0.327 1.039
*
```


Formula: C2H4N2OS
Source: the OMol25 dataset
Level of theory: ωB97M-V/def2-TZVPD

Results
* energy above the lowest of the compared OMol25 structures with the same formula, charge and spin: 106.2 kcal/mol
* E_LUMO: 0.53 eV
* frontier orbital gap: 9.158 eV
* highest occupied orbital energy: -8.6 eV

The geometry in ORCA input format:
```
! RIJCOSX wB97M-V def2-TZVPD def2/J DEFGRID3
* xyz 0 1
C -0.040 -0.769 -0.132
C -0.506 0.501 0.490
N -2.005 -1.606 0.753
N -1.146 -1.722 -0.166
O -1.293 -2.613 -0.970
S -1.744 -0.153 1.725
H 0.438 -0.529 -1.096
H 0.646 -1.399 0.495
H 0.037 1.079 1.090
H -1.055 1.285 -0.152
*
```


Formula: C2H4N2OS
Source: the OMol25 dataset
Level of theory: ωB97M-V/def2-TZVPD

Results
* energy above the lowest of the compared OMol25 structures with the same formula, charge and spin: 111.1 kcal/mol
* SMILES string: [S-][N+]1=NOCC1
* E_LUMO (alpha / beta): -0.22 / -0.21 eV
* frontier orbital gap (alpha / beta): 8.007 / 8.009 eV
* highest occupied orbital energy (alpha / beta): -8.2 / -8.2 eV

The geometry in ORCA input format:
```
! RIJCOSX wB97M-V def2-TZVPD def2/J DEFGRID3
* xyz 0 1
C -0.076 0.683 0.135
C -1.073 -0.435 -0.070
N 1.157 -1.209 0.002
N 1.224 0.065 0.075
O -0.137 -1.590 0.065
S 2.615 0.943 -0.030
H -0.218 1.541 -0.617
H -0.236 1.194 1.058
H -2.000 -0.496 0.550
H -1.256 -0.697 -1.168
*
```


Formula: C2H4N2OS
Source: the OMol25 dataset
Level of theory: ωB97M-V/def2-TZVPD

Results
* energy above the lowest of the compared OMol25 structures with the same formula, charge and spin: 89.6 kcal/mol
* SMILES string: N/N=C\C(O)=S
* E_LUMO: -0.60 eV
* frontier orbital gap: 8.198 eV
* highest occupied orbital energy: -8.8 eV

The geometry in ORCA input format:
```
! RIJCOSX wB97M-V def2-TZVPD def2/J DEFGRID3
* xyz 0 1
C -0.310 -0.949 -0.160
C -1.388 0.106 -0.044
H 1.365 0.492 1.302
H 2.519 0.538 -0.331
H -0.611 -1.973 -0.530
H 0.066 1.242 -0.242
N 1.423 0.416 0.228
N 0.959 -0.967 -0.067
O -0.989 1.293 -0.273
S -3.034 -0.198 0.118
*
```


Formula: C2H4N2OS
Source: the OMol25 dataset
Level of theory: ωB97M-V/def2-TZVPD

Results
* energy above the lowest of the compared OMol25 structures with the same formula, charge and spin: 178.2 kcal/mol
* E_LUMO (alpha / beta): -0.93 / -0.82 eV
* frontier orbital gap (alpha / beta): 8.223 / 8.359 eV
* highest occupied orbital energy (alpha / beta): -9.2 / -9.2 eV

The geometry in ORCA input format:
```
! RIJCOSX wB97M-V def2-TZVPD def2/J DEFGRID3
* xyz 0 1
C -1.168 -0.508 0.447
C -0.356 0.587 -0.340
N -0.728 -1.767 0.286
N 2.125 -0.062 -0.522
O 3.271 -0.300 -0.320
S 1.220 0.893 0.609
H -1.123 -0.421 1.601
H -2.235 -0.269 0.184
H -0.170 0.384 -1.415
H -0.836 1.464 -0.530
*
```